1.
The following is a quantum chemistry calculation of a molecular structure, C23H30IO5Tc, from the Open Molecules 2025 dataset.

CARTESIAN COORDINATES (ANGSTROEM)
C1 -0.126 -0.212 -3.017
C2 -0.661 -1.248 -1.996
C3 -0.294 1.189 -2.384
C4 -1.397 1.011 -1.332
H1 -0.542 1.927 -3.154
H2 0.649 1.463 -1.885
C5 -1.093 -0.445 -0.767
H3 0.126 -1.973 -1.764
H4 -1.518 -1.804 -2.398
C6 0.071 -0.462 0.256
H5 -2.008 -0.851 -0.297
H6 -2.369 0.914 -1.849
C7 -1.547 2.088 -0.352
C8 1.343 -0.383 -3.372
C9 -0.707 -0.288 -4.429
O1 -1.393 0.611 -4.875
O2 2.138 -1.124 -2.815
O3 1.663 0.371 -4.443
O4 -0.380 -1.335 -5.226
C10 0.054 -2.642 -4.779
H7 -0.108 -2.853 -3.713
H8 1.116 -2.774 -5.024
H9 -0.549 -3.319 -5.390
C11 3.021 0.220 -4.881
H10 3.705 0.679 -4.153
H11 3.069 0.739 -5.839
H12 3.273 -0.844 -5.003
O5 -0.347 0.211 1.400
H13 0.982 0.017 -0.165
H14 0.343 -1.511 0.525
C12 -2.856 2.309 0.269
C13 -0.432 2.991 -0.045
H15 -0.097 3.563 -0.926
H16 0.434 2.430 0.340
H17 -0.728 3.696 0.740
H18 -2.728 2.458 1.353
H19 -3.527 1.459 0.099
H20 -3.334 3.218 -0.134
Tc1 -0.095 -0.253 3.325
C14 -1.509 -0.745 4.857
C15 -2.195 -0.810 3.590
C16 -1.583 -1.850 2.804
H21 -3.030 -0.191 3.285
C17 -0.507 -2.408 3.576
C18 -0.488 -1.750 4.853
H22 0.150 -1.990 5.696
H23 -1.748 -0.090 5.683
H24 -1.917 -2.205 1.829
H25 0.129 -3.234 3.264
C19 1.950 1.524 3.827
C20 1.535 0.383 4.614
C21 1.881 -0.804 3.837
H26 1.292 0.401 5.671
C22 2.282 -0.357 2.521
C23 2.353 1.072 2.553
H27 2.738 1.696 1.750
H28 2.008 2.543 4.184
H29 2.026 -1.804 4.228
H30 2.627 -1.013 1.723
I1 -1.145 2.389 3.756

Frontier orbital gap (spin up / spin down) (Eh): 0.175 / 0.227
Charge: -1
Calculated total energy (Ha): -1649.0454
2S+1: 4
E_LUMO (spin up / spin down) (eV): 2.460 / 2.456
Energy relative to the best compared isomer or geometry (same formula, charge and spin) (kcal/mol): 1.0

=====

2.
The following is a quantum chemistry calculation of a single C23H30N2O6 molecule, from the Open Molecules 2025 dataset.

CARTESIAN COORDINATES (ANGSTROEM)
C1 -4.844 -1.377 1.034
C2 -4.270 -0.277 0.177
O1 -4.640 -0.004 -0.934
O2 -3.307 0.374 0.828
C3 -2.702 1.503 0.170
C4 -1.919 2.280 1.229
H1 -1.964 3.345 1.010
H2 -2.405 2.118 2.193
C5 -0.452 1.855 1.349
N1 0.199 2.005 0.048
C6 -0.578 1.907 -1.191
C7 -1.823 1.031 -0.993
H3 -2.410 1.012 -1.911
H4 -1.498 0.007 -0.792
C8 -0.943 3.337 -1.624
H5 -0.040 3.941 -1.625
H6 -1.665 3.800 -0.962
H7 -1.360 3.322 -2.627
C9 0.259 1.304 -2.324
H8 1.113 1.939 -2.545
H9 -0.354 1.233 -3.218
H10 0.617 0.310 -2.074
O3 1.425 1.263 0.034
C10 2.508 2.000 -0.269
O4 2.482 3.167 -0.543
C11 3.759 1.147 -0.271
C12 3.915 0.230 0.954
H11 4.876 0.425 1.431
C13 3.866 -1.261 0.608
N2 2.539 -1.700 0.237
C14 1.633 -2.211 1.157
O5 1.858 -2.365 2.331
C15 0.410 -2.521 0.377
C16 -0.813 -3.018 0.776
C17 -1.793 -3.184 -0.198
C18 -1.547 -2.864 -1.525
C19 -0.309 -2.372 -1.928
C20 0.660 -2.204 -0.961
C21 2.047 -1.688 -1.057
O6 2.667 -1.335 -2.030
H12 -0.112 -2.124 -2.960
H13 -2.330 -2.994 -2.256
H14 -2.761 -3.569 0.082
H15 -0.998 -3.261 1.811
H16 4.538 -1.480 -0.226
H17 4.160 -1.848 1.483
H18 3.136 0.441 1.688
H19 4.603 1.831 -0.359
H20 3.721 0.546 -1.184
C22 0.269 2.818 2.305
H21 -0.241 2.859 3.264
H22 1.292 2.490 2.472
H23 0.300 3.813 1.871
C23 -0.381 0.434 1.926
H24 -0.918 -0.275 1.305
H25 0.650 0.106 2.018
H26 -0.829 0.426 2.916
H27 -3.522 2.122 -0.216
H28 -5.679 -0.968 1.601
H29 -5.218 -2.178 0.403
H30 -4.095 -1.741 1.730

Frontier orbital gap (Eh): 0.296
Charge: 0
Calculated total energy (Ha): -1455.4303
2S+1: 1
E_LUMO (eV): -0.543
Energy relative to the best compared isomer or geometry (same formula, charge and spin) (kcal/mol): 2.3

=====

3.
The following is a quantum chemistry calculation of a single C23H30N2O6S molecule, from the Open Molecules 2025 dataset.

CARTESIAN COORDINATES (ANGSTROEM)
C1 -5.344 -3.620 -0.608
H1 -4.783 -3.838 -1.523
H2 -6.384 -3.912 -0.747
H3 -4.916 -4.189 0.223
O1 -5.373 -2.241 -0.334
C2 -4.195 -1.610 -0.083
C3 -2.953 -2.222 -0.108
C4 -1.808 -1.482 0.161
C5 -1.914 -0.136 0.480
C6 -3.151 0.499 0.501
C7 -4.312 -0.237 0.223
O2 -5.590 0.233 0.184
C8 -5.946 1.401 0.889
H4 -5.566 2.302 0.404
H5 -5.590 1.371 1.922
H6 -7.036 1.414 0.883
O3 -3.284 1.839 0.767
C9 -2.134 2.579 1.096
H7 -1.408 2.594 0.276
H8 -1.651 2.198 2.001
H9 -2.489 3.593 1.278
H10 -1.026 0.420 0.719
C10 -0.507 -2.208 0.196
O4 -0.402 -3.263 0.803
N1 0.547 -1.657 -0.464
C11 1.857 -2.292 -0.402
C12 2.387 -2.524 1.002
H11 2.698 -1.619 1.510
H12 1.704 -3.114 1.605
S1 3.867 -3.516 0.631
O5 4.082 -4.546 1.607
O6 4.966 -2.625 0.368
C13 3.283 -4.216 -0.960
C14 1.878 -3.670 -1.090
H13 1.165 -4.315 -0.574
H14 1.572 -3.580 -2.134
H15 3.331 -5.298 -0.901
H16 3.957 -3.843 -1.726
H17 2.559 -1.624 -0.913
C15 0.438 -0.562 -1.404
C16 1.139 0.696 -0.945
C17 1.479 1.676 -1.869
C18 2.108 2.841 -1.485
C19 2.432 3.083 -0.141
C20 2.084 2.089 0.784
C21 1.452 0.928 0.386
H18 1.209 0.185 1.132
H19 2.309 2.211 1.831
N2 3.035 4.251 0.256
C22 3.568 4.356 1.594
H20 4.296 3.566 1.810
H21 4.060 5.318 1.712
H22 2.762 4.301 2.330
C23 3.536 5.169 -0.739
H23 3.966 6.037 -0.244
H24 2.721 5.519 -1.376
H25 4.308 4.715 -1.372
H26 2.355 3.561 -2.246
H27 1.250 1.522 -2.914
H28 -0.622 -0.355 -1.577
H29 0.867 -0.880 -2.363
H30 -2.846 -3.272 -0.322

Frontier orbital gap (Eh): 0.307
Charge: 0
Calculated total energy (Ha): -1853.5178
2S+1: 1
E_LUMO (eV): 0.489
Energy relative to the best compared isomer or geometry (same formula, charge and spin) (kcal/mol): 37.7

=====

4.
The following is a quantum chemistry calculation of a single C23H30N4O4 molecule, from the Open Molecules 2025 dataset.

CARTESIAN COORDINATES (ANGSTROEM)
C1 -8.584 -2.028 0.328
C2 -7.425 -1.188 0.733
C3 -7.327 0.117 0.527
C4 -6.167 0.934 0.967
O1 -6.242 1.800 1.819
N1 -4.984 0.653 0.357
C5 -3.822 1.460 0.679
H1 -4.064 2.522 0.560
C6 -2.732 1.015 -0.297
C7 -3.517 0.419 -1.474
H2 -3.742 1.207 -2.193
H3 -2.947 -0.363 -1.975
C8 -4.817 -0.120 -0.858
C9 -4.736 -1.642 -0.628
O2 -5.330 -2.415 -1.347
N2 -3.983 -2.020 0.419
H4 -3.347 -1.377 0.861
H5 -3.825 -3.006 0.552
H6 -5.669 0.034 -1.532
C10 -1.699 2.087 -0.670
C11 -0.422 1.451 -0.163
N3 -0.625 0.311 0.367
O3 -1.940 -0.027 0.332
C12 0.894 2.052 -0.258
C13 1.997 1.363 0.246
C14 3.265 1.922 0.164
C15 3.424 3.178 -0.426
C16 2.330 3.858 -0.924
C17 1.065 3.306 -0.844
H7 0.219 3.849 -1.236
H8 2.465 4.829 -1.377
H9 4.409 3.619 -0.493
N4 4.410 1.284 0.645
C18 4.521 0.080 1.288
O4 3.588 -0.645 1.536
C19 5.953 -0.241 1.690
C20 6.204 -1.750 1.668
H10 5.438 -2.225 2.283
C21 6.141 -2.347 0.262
C22 7.281 -1.901 -0.651
C23 7.237 -2.626 -1.991
H11 6.294 -2.431 -2.496
H12 7.331 -3.700 -1.847
H13 8.048 -2.294 -2.635
H14 7.221 -0.826 -0.832
H15 8.237 -2.104 -0.160
H16 5.183 -2.088 -0.194
H17 6.176 -3.435 0.352
H18 7.180 -1.959 2.111
H19 6.664 0.277 1.046
H20 6.089 0.130 2.710
H21 5.263 1.810 0.511
H22 1.850 0.397 0.697
H23 -1.893 3.037 -0.170
H24 -1.652 2.257 -1.747
H25 -3.522 1.298 1.719
H26 -8.146 0.679 0.099
H27 -6.617 -1.717 1.220
H28 -9.372 -1.427 -0.118
H29 -8.245 -2.768 -0.396
H30 -8.985 -2.563 1.188

Frontier orbital gap (Eh): 0.335
Charge: 0
Calculated total energy (Ha): -1414.4303
2S+1: 1
E_LUMO (eV): 0.363
Energy relative to the best compared isomer or geometry (same formula, charge and spin) (kcal/mol): 31.4